Record 1
The following is a DFT calculation (wB97M-V/def2-TZVPD) of 2 unconnected molecules or ions with the total composition C27H28O5 at a distorted geometry.

The calculation puts the energy relative to the best compared isomer or geometry (same formula, charge and spin) at 30.2 kcal/mol. The largest force on an atom comes out at 0.046 hartree/bohr. Its LUMO energy is -2.613 eV. The spin multiplicity is 1. The total energy comes out at -1421.74940 Ha.

Last column: natural (NBO) charge in e.
Geometry (Å):
C (5.530, -2.479, -2.292)  -0.256
O (5.134, -1.134, -2.330)  -0.462
C (3.770, -0.930, -2.216)  0.398
C (3.317, 0.390, -2.382)  -0.266
C (1.994, 0.704, -2.326)  -0.073
C (1.007, -0.290, -2.103)  -0.189
C (-0.347, 0.105, -2.073)  0.052
C (-1.540, -0.672, -2.124)  -0.065
C (-2.775, -0.036, -1.876)  -0.132
C (-3.963, -0.719, -1.962)  -0.222
C (-3.969, -2.059, -2.303)  -0.148
C (-2.776, -2.708, -2.567)  -0.223
C (-1.583, -2.032, -2.490)  -0.164
C (1.470, -1.610, -1.880)  -0.034
C (2.801, -1.918, -1.944)  -0.334
H (6.600, -2.531, -2.487)  0.208
H (5.327, -2.892, -1.307)  0.184
H (5.003, -3.035, -3.066)  0.179
H (4.058, 1.149, -2.565)  0.242
H (1.687, 1.726, -2.466)  0.235
H (-0.506, 1.169, -2.028)  0.224
H (-2.780, 1.009, -1.619)  0.226
H (-4.892, -0.208, -1.772)  0.226
H (-4.902, -2.591, -2.390)  0.221
H (-2.787, -3.749, -2.849)  0.222
H (-0.680, -2.535, -2.781)  0.211
H (0.769, -2.368, -1.584)  0.213
H (3.116, -2.928, -1.758)  0.229
C (-1.806, -2.605, 3.898)  -0.625
C (-0.688, -1.950, 3.111)  -0.067
O (-1.009, -0.649, 2.682)  -0.508
C (0.055, -0.084, 2.027)  0.762
C (-0.076, 1.285, 1.516)  -0.386
C (-1.387, 1.938, 1.495)  0.753
O (-1.499, 3.111, 1.159)  -0.681
O (-2.485, 1.215, 1.875)  -0.509
C (-3.622, 2.041, 1.904)  -0.074
C (-4.668, 1.510, 2.860)  -0.624
C (1.083, 2.013, 1.076)  0.046
C (0.987, 3.290, 0.494)  -0.243
C (2.088, 3.997, 0.092)  -0.229
C (3.349, 3.456, 0.244)  -0.250
C (3.491, 2.208, 0.815)  -0.219
C (2.386, 1.501, 1.218)  -0.250
O (1.100, -0.708, 1.880)  -0.681
H (-1.592, -3.653, 4.115)  0.211
H (-1.968, -2.087, 4.844)  0.209
H (-2.742, -2.557, 3.344)  0.208
H (0.233, -1.872, 3.705)  0.185
H (-0.433, -2.521, 2.206)  0.171
H (-3.294, 3.048, 2.200)  0.208
H (-3.991, 2.119, 0.874)  0.157
H (-5.514, 2.191, 2.965)  0.210
H (-5.041, 0.543, 2.523)  0.200
H (-4.223, 1.352, 3.844)  0.215
H (0.019, 3.734, 0.373)  0.256
H (1.964, 4.979, -0.330)  0.203
H (4.214, 4.011, -0.074)  0.198
H (4.474, 1.785, 0.949)  0.200
H (2.513, 0.530, 1.654)  0.252

=====

Record 2
The following is a DFT calculation (wB97M-V/def2-TZVPD) of a molecular structure, C27H29As2F2N3O9Tl.

The calculation puts the energy relative to the best compared isomer or geometry (same formula, charge and spin) at 7.6 kcal/mol. The largest force on an atom comes out at 0.017 hartree/bohr. Its LUMO energy is -3.634 eV. The spin multiplicity is 1. The total charge is +1. The total energy comes out at -6731.18203 Ha.

Last column: Löwdin charge in e.
Geometry (Å):
Tl (-0.639, 2.257, 0.467)  1.058
O (3.242, 0.963, -0.700)  0.062
C (2.166, 1.543, -0.596)  -0.493
N (1.489, 1.746, 0.544)  -0.071
C (2.157, 1.415, 1.780)  -0.146
C (1.372, 1.874, 2.984)  -0.249
C (1.996, 2.049, 4.214)  0.003
C (1.245, 2.466, 5.297)  -0.032
C (-0.118, 2.683, 5.135)  -0.038
C (-0.667, 2.482, 3.886)  -0.110
N (0.068, 2.092, 2.835)  0.022
C (1.554, 2.202, -1.814)  -0.191
C (2.250, 2.227, -3.005)  0.028
C (1.699, 2.902, -4.085)  -0.014
C (0.474, 3.528, -3.936)  -0.026
C (-0.166, 3.443, -2.714)  -0.107
N (0.371, 2.803, -1.675)  0.020
H (3.139, 1.890, 1.796)  0.143
H (2.344, 0.343, 1.868)  0.112
H (3.060, 1.868, 4.303)  0.130
H (1.716, 2.625, 6.260)  0.121
H (-0.740, 3.017, 5.956)  0.117
H (-1.725, 2.646, 3.707)  0.112
H (3.210, 1.733, -3.052)  0.127
H (2.224, 2.939, -5.031)  0.122
H (0.003, 4.061, -4.752)  0.120
H (-1.140, 3.891, -2.559)  0.122
C (-0.367, -1.256, 4.626)  -0.005
O (-0.501, -1.183, 3.190)  -0.112
C (0.532, -1.684, 2.487)  -0.524
O (1.537, -2.093, 3.001)  0.149
C (0.162, -1.793, 1.043)  -0.289
C (0.698, -2.753, 0.294)  -0.298
As (-0.026, -3.567, -1.349)  1.346
C (1.574, -3.135, -2.414)  -0.251
C (-1.123, -2.085, -2.022)  -0.284
C (-1.446, -0.948, -1.401)  -0.291
As (-1.342, -0.659, 0.544)  1.287
C (-2.777, -1.884, 1.037)  -0.216
C (-1.837, 0.232, -2.254)  -0.549
O (-1.263, 0.508, -3.260)  0.163
O (-2.751, 1.108, -1.748)  -0.101
C (-3.935, 0.547, -1.135)  -0.043
C (-1.728, -2.316, -3.399)  -0.521
O (-2.789, -1.861, -3.736)  0.136
O (-1.022, -3.180, -4.123)  -0.076
C (-1.572, -3.524, -5.416)  0.002
C (1.708, -3.756, 0.851)  -0.584
O (1.271, -4.839, 1.137)  0.121
O (2.998, -3.487, 0.914)  0.006
C (3.520, -2.205, 0.509)  -0.018
H (-1.215, -0.719, 5.034)  0.096
H (0.565, -0.805, 4.943)  0.091
H (-0.386, -2.295, 4.944)  0.107
H (2.405, -3.693, -1.982)  0.038
H (1.790, -2.070, -2.393)  0.039
H (1.418, -3.465, -3.434)  0.022
H (-2.548, -2.847, 0.593)  0.045
H (-3.734, -1.522, 0.678)  0.024
H (-2.796, -1.966, 2.119)  0.037
H (-4.789, 1.061, -1.561)  0.106
H (-3.914, 0.714, -0.060)  0.074
H (-4.016, -0.514, -1.357)  0.095
H (-1.029, -4.400, -5.748)  0.098
H (-1.425, -2.698, -6.106)  0.104
H (-2.633, -3.737, -5.330)  0.097
H (3.691, -1.601, 1.393)  0.088
H (2.857, -1.681, -0.171)  0.064
H (4.464, -2.399, 0.013)  0.105
F (-1.250, 4.895, 1.383)  0.009
C (-2.050, 3.949, 0.847)  -0.433
F (-2.980, 3.591, 1.754)  0.002
H (-2.531, 4.326, -0.049)  0.105

=====

Record 3
The following is a DFT calculation (wB97M-V/def2-TZVPD) of a molecular structure, C27H29AuNOS2Te.

Its expectation value of S² is 0.758. The largest force on an atom comes out at 0.014 hartree/bohr. Its LUMO energy (alpha / beta) is 4.443 / 4.390 eV. The spin multiplicity is 2. The total charge is -2. The total energy comes out at -2376.34713 Ha.

Last column: natural (NBO) charge in e.
Geometry (Å):
Au (0.006, 0.754, -0.595)  0.743
C (-3.731, -1.579, -2.073)  -0.639
C (-2.819, -0.684, -1.245)  -0.232
S (-1.287, -1.415, -0.779)  -0.242
C (-3.156, 0.571, -0.914)  -0.185
C (-4.476, 1.194, -1.296)  -0.639
S (-2.083, 1.661, -0.030)  -0.376
H (-3.297, -2.575, -2.151)  0.219
H (-3.856, -1.190, -3.089)  0.198
H (-4.726, -1.678, -1.628)  0.192
H (-5.148, 0.489, -1.789)  0.193
H (-4.313, 2.044, -1.965)  0.206
H (-4.976, 1.586, -0.402)  0.202
C (7.351, -2.701, 5.487)  -0.616
C (6.412, -2.193, 4.416)  -0.058
C (6.742, -2.262, 3.070)  -0.245
C (5.871, -1.811, 2.074)  -0.049
C (6.334, -1.951, 0.639)  -0.638
C (4.607, -1.264, 2.393)  -0.327
Te (3.249, -0.224, 0.737)  0.648
N (1.936, 0.331, -1.058)  -1.042
C (2.511, 0.522, -2.248)  0.584
O (3.737, 0.474, -2.505)  -0.747
C (1.621, 0.853, -3.446)  -0.094
C (2.019, 1.866, -4.315)  -0.200
C (1.240, 2.213, -5.412)  -0.238
C (0.051, 1.534, -5.664)  -0.251
C (-0.337, 0.501, -4.821)  -0.231
C (0.444, 0.159, -3.722)  -0.155
C (3.173, -2.158, -0.154)  -0.268
C (3.895, -2.384, -1.325)  -0.241
C (3.849, -3.613, -1.974)  -0.235
C (3.067, -4.636, -1.458)  -0.239
C (2.337, -4.417, -0.297)  -0.250
C (2.372, -3.191, 0.368)  0.060
C (1.548, -3.014, 1.618)  -0.656
C (4.294, -1.183, 3.770)  0.060
C (2.983, -0.606, 4.277)  -0.663
C (5.181, -1.647, 4.747)  -0.278
H (8.322, -2.966, 5.061)  0.199
H (6.946, -3.592, 5.978)  0.199
H (7.514, -1.948, 6.263)  0.198
H (7.709, -2.674, 2.785)  0.177
H (7.427, -1.949, 0.579)  0.184
H (5.939, -1.145, 0.023)  0.240
H (5.973, -2.889, 0.207)  0.222
H (2.955, 2.372, -4.110)  0.219
H (1.559, 3.009, -6.077)  0.187
H (-0.563, 1.807, -6.517)  0.187
H (-1.259, -0.039, -5.010)  0.196
H (0.140, -0.652, -3.070)  0.237
H (4.472, -1.570, -1.747)  0.254
H (4.424, -3.767, -2.881)  0.192
H (3.013, -5.595, -1.962)  0.187
H (1.711, -5.209, 0.100)  0.186
H (0.992, -3.927, 1.845)  0.189
H (0.839, -2.191, 1.497)  0.247
H (2.192, -2.770, 2.463)  0.221
H (2.417, -0.142, 3.475)  0.243
H (3.164, 0.142, 5.056)  0.191
H (2.360, -1.391, 4.719)  0.199
H (4.900, -1.573, 5.798)  0.175

=====

Record 4
The following is a DFT calculation (wB97M-V/def2-TZVPD) of 2 unconnected molecules or ions with the total composition C27H29BF6O2S at a distorted geometry.

The largest force on an atom comes out at 0.052 hartree/bohr. Its LUMO energy is -4.387 eV. The spin multiplicity is 1. The total energy comes out at -2218.95192 Ha.

Last column: natural (NBO) charge in e.
Geometry (Å):
C (6.827, -3.858, 0.992)  -0.631
C (5.742, -3.088, 0.332)  -0.222
C (5.540, -2.906, -1.022)  -0.270
C (4.332, -2.172, -1.336)  -0.278
C (3.601, -1.832, -0.227)  -0.374
B (2.171, -1.101, -0.149)  0.769
C (1.063, -2.310, -0.237)  -0.213
C (0.585, -2.892, 0.926)  -0.160
C (-0.484, -3.778, 0.854)  -0.175
C (-1.067, -4.352, 2.116)  0.981
F (-1.131, -5.722, 2.073)  -0.333
F (-0.335, -4.016, 3.222)  -0.328
F (-2.346, -3.899, 2.331)  -0.345
C (-1.055, -4.121, -0.373)  -0.217
C (-0.506, -3.575, -1.526)  -0.098
C (-1.071, -3.872, -2.887)  0.971
F (-1.558, -2.728, -3.478)  -0.344
F (-0.105, -4.365, -3.731)  -0.331
F (-2.090, -4.777, -2.858)  -0.332
C (0.575, -2.696, -1.466)  -0.186
O (2.053, -0.424, 1.120)  -0.721
C (1.103, 0.615, 1.209)  -0.036
C (1.172, 1.583, -0.015)  -0.123
C (-0.052, 2.484, 0.005)  -0.598
C (2.449, 2.403, 0.072)  -0.608
C (1.169, 0.773, -1.345)  -0.036
O (2.109, -0.278, -1.324)  -0.718
S (4.472, -2.282, 1.221)  0.380
H (7.526, -4.228, 0.240)  0.214
H (7.372, -3.231, 1.704)  0.210
H (6.416, -4.716, 1.538)  0.212
H (6.224, -3.305, -1.770)  0.201
H (4.051, -1.940, -2.360)  0.214
H (1.031, -2.649, 1.885)  0.240
H (-1.897, -4.798, -0.422)  0.228
H (1.011, -2.313, -2.386)  0.232
H (0.087, 0.176, 1.289)  0.139
H (1.328, 1.167, 2.139)  0.171
H (-0.046, 3.177, -0.849)  0.198
H (-0.966, 1.875, -0.051)  0.176
H (-0.094, 3.078, 0.930)  0.201
H (2.502, 3.097, -0.778)  0.193
H (2.449, 2.983, 1.005)  0.193
H (3.323, 1.734, 0.055)  0.251
H (0.159, 0.358, -1.533)  0.138
H (1.444, 1.430, -2.187)  0.169
C (-4.684, 1.599, 1.421)  -0.729
C (-4.003, 2.246, 0.270)  0.457
C (-4.064, 1.559, -1.039)  -0.734
C (-3.674, 3.620, 0.359)  -0.143
C (-3.099, 4.337, -0.737)  -0.067
C (-2.637, 5.640, -0.597)  -0.238
C (-2.831, 6.335, 0.606)  -0.060
C (-3.511, 5.710, 1.665)  -0.239
C (-3.938, 4.393, 1.540)  -0.086
H (-4.145, 1.766, 2.360)  0.269
H (-5.706, 1.981, 1.575)  0.284
H (-4.773, 0.526, 1.246)  0.258
H (-3.179, 1.735, -1.662)  0.275
H (-4.165, 0.481, -0.872)  0.261
H (-4.940, 1.863, -1.639)  0.292
H (-2.988, 3.834, -1.704)  0.233
H (-2.116, 6.119, -1.431)  0.247
H (-2.464, 7.358, 0.717)  0.241
H (-3.689, 6.253, 2.596)  0.244
H (-4.478, 3.934, 2.374)  0.227